[1]
65
Properties=species:S:1:pos:R:3:lowdin_charge:R:1 method="wB97M-V/def2-TZVPD" largest_force_ha_per_bohr=0.002 relative_energy_kj_mol=6.2 total_charge=-1 homo_ev=-4.14 multiplicity=1 total_energy_ha=-3376.32882
Tl -0.18 -0.69 1.37 0.70
Cl 2.86 2.39 -4.37 0.62
C 2.37 2.17 -2.71 -0.71
C 1.18 1.53 -2.44 -0.07
C 0.75 1.29 -1.14 -0.22
N -0.40 0.56 -0.83 0.02
C -1.43 0.55 -1.66 -0.51
O -1.59 1.18 -2.73 -0.02
C -2.60 -0.33 -1.25 -0.21
C -3.78 -0.25 -1.99 0.00
C -4.85 -1.05 -1.65 -0.07
C -4.72 -1.93 -0.58 -0.08
C -3.51 -1.95 0.10 -0.17
N -2.48 -1.17 -0.23 0.04
C 1.55 1.77 -0.06 -0.23
C 2.75 2.41 -0.36 -0.05
C 3.17 2.61 -1.66 -0.71
Cl 4.70 3.39 -1.96 0.62
N 1.11 1.52 1.24 -0.01
C 1.48 2.32 2.23 -0.50
O 2.17 3.35 2.20 -0.02
C 0.94 1.93 3.61 -0.19
C 1.40 2.63 4.72 -0.01
C 0.93 2.28 5.97 -0.08
C 0.01 1.25 6.08 -0.08
C -0.38 0.60 4.92 -0.16
N 0.07 0.93 3.72 0.03
H 0.55 1.21 -3.27 0.10
H -3.81 0.45 -2.82 0.11
H -5.78 -1.00 -2.20 0.10
H -5.52 -2.58 -0.27 0.09
H -3.35 -2.62 0.94 0.10
H 3.37 2.78 0.45 0.10
H 2.11 3.43 4.56 0.11
H 1.27 2.81 6.86 0.10
H -0.39 0.94 7.04 0.09
H -1.10 -0.21 4.95 0.10
C 4.04 -3.73 -1.25 -0.31
P 3.17 -2.19 -0.69 0.90
C 4.02 -0.97 -1.75 -0.30
C 1.58 -2.44 -1.59 -0.42
C 1.23 -1.77 -2.75 -0.09
C -0.02 -1.97 -3.34 -0.08
C -0.92 -2.86 -2.77 -0.10
C -0.57 -3.54 -1.61 -0.10
C 0.66 -3.32 -1.02 -0.16
H 4.04 -3.83 -2.33 0.04
H 3.55 -4.61 -0.81 0.02
H 5.07 -3.70 -0.88 0.02
H 4.09 -1.29 -2.80 0.04
H 5.03 -0.83 -1.36 0.04
H 3.51 -0.02 -1.70 0.01
H 1.91 -1.05 -3.20 0.09
H -0.29 -1.40 -4.22 0.11
H -1.90 -3.00 -3.22 0.10
H -1.28 -4.22 -1.15 0.10
H 0.90 -3.82 -0.09 0.09
S -3.32 3.49 0.91 1.01
C -4.43 2.32 1.49 -0.42
C -3.76 1.19 1.83 -0.26
N -2.40 1.23 1.65 -0.04
C -2.04 2.38 1.17 -0.47
H -5.49 2.50 1.53 0.06
H -4.21 0.28 2.21 0.10
H -1.01 2.62 0.94 0.07

---

[2]
82
Properties=species:S:1:pos:R:3:lowdin_charge:R:1 method="wB97M-V/def2-TZVPD" largest_force_ha_per_bohr=0.004 relative_energy_kj_mol=0.9 total_charge=-2 homo_ev="-2.01 / -2.06" multiplicity=6 total_energy_ha=-5180.05574
Mn -0.21 1.64 0.27 0.86
O -4.81 1.15 4.43 0.08
C -3.83 0.36 4.80 -0.54
O -3.93 -0.40 5.75 0.02
C -2.57 0.42 4.00 -0.05
C -1.45 -0.35 4.23 -0.58
Cl -1.12 -1.44 5.50 0.78
N -0.53 -0.05 3.28 -0.06
N -0.99 0.90 2.46 0.14
C -2.21 1.21 2.87 -0.10
C -2.94 2.34 2.18 -0.55
O -4.13 2.56 2.55 0.02
O -2.29 3.00 1.36 -0.02
C 0.83 -0.48 3.16 -0.20
C 1.78 0.48 2.84 0.00
C 3.11 0.08 2.71 -0.07
C 3.47 -1.24 2.90 -0.09
C 2.50 -2.19 3.20 -0.09
C 1.17 -1.81 3.32 -0.06
H -4.54 1.76 3.59 0.04
H 1.49 1.51 2.65 0.09
H 3.85 0.82 2.43 0.09
H 4.50 -1.55 2.77 0.10
H 2.77 -3.23 3.30 0.10
H 0.41 -2.55 3.50 0.09
C 3.96 2.91 0.33 -0.18
Si 2.77 2.30 -0.99 0.38
C 1.74 3.77 -1.53 -0.19
C 3.82 1.88 -2.54 -0.20
N 1.80 0.96 -0.51 -0.09
C 2.29 -0.29 -0.44 -0.32
C 3.66 -0.65 -0.63 -0.07
C 4.11 -1.96 -0.57 -0.14
C 3.24 -3.01 -0.29 -0.14
C 1.90 -2.70 -0.06 -0.05
C 1.45 -1.40 -0.14 -0.21
O 0.14 -1.09 0.18 -0.02
C -0.84 -1.99 -0.15 -0.28
C -1.83 -2.24 0.79 0.00
C -2.88 -3.09 0.47 -0.09
C -2.95 -3.69 -0.78 -0.11
C -1.96 -3.42 -1.72 -0.08
C -0.90 -2.58 -1.41 -0.02
H 4.53 3.78 -0.02 0.02
H 4.68 2.13 0.62 0.01
H 3.38 3.20 1.21 0.02
H 2.40 4.52 -1.97 0.02
H 1.22 4.20 -0.67 0.00
H 1.00 3.48 -2.28 0.01
H 3.69 2.64 -3.31 0.01
H 3.55 0.91 -2.96 0.01
H 4.89 1.83 -2.30 0.01
H 4.38 0.13 -0.81 0.07
H 5.17 -2.16 -0.73 0.09
H 3.59 -4.03 -0.24 0.08
H 1.20 -3.48 0.19 0.12
H -1.79 -1.73 1.75 0.11
H -3.67 -3.26 1.20 0.10
H -3.78 -4.33 -1.03 0.09
H -2.02 -3.85 -2.71 0.10
H -0.14 -2.34 -2.13 0.13
Cl -4.96 -0.26 0.02 0.69
C -3.93 -0.28 -1.38 -0.58
C -4.40 -0.86 -2.55 -0.15
C -3.62 -0.92 -3.68 -0.63
Cl -4.24 -1.71 -5.12 0.60
C -2.31 -0.38 -3.67 -0.20
C -1.42 -0.41 -4.76 -0.05
C -0.17 0.12 -4.63 -0.06
C 0.19 0.72 -3.40 -0.13
N -0.62 0.78 -2.38 0.14
C -1.85 0.23 -2.48 -0.15
C -2.63 0.25 -1.25 -0.41
O -2.15 0.70 -0.18 -0.13
H -5.39 -1.29 -2.56 0.10
H -1.73 -0.88 -5.69 0.08
H 0.55 0.09 -5.44 0.09
H 1.18 1.15 -3.26 0.08
F -2.62 3.37 -1.41 0.11
C -1.49 3.49 -0.78 -0.15
F -1.38 4.76 -0.52 0.10
F 0.84 3.02 1.25 -0.53

---

[3]
7
Properties=species:S:1:pos:R:3:lowdin_charge:R:1 method="wB97M-V/def2-TZVPD" largest_force_ha_per_bohr=0.157 relative_energy_kj_mol=132.0 total_charge=-2 homo_ev=0.13 smiles="O=S(=O)([O-])C([O-])=S" multiplicity=1 total_energy_ha=-1135.40679
O 0.46 -1.72 -1.02 -0.44
S 0.50 -0.32 -0.52 0.34
O 1.24 -0.20 0.69 -0.41
O 0.84 0.74 -1.60 -0.51
C -1.07 0.18 0.23 -1.06
O -1.86 -0.91 0.72 -0.34
S -1.35 1.77 0.26 0.43

---

[4]
88
Properties=species:S:1:pos:R:3:lowdin_charge:R:1 method="wB97M-V/def2-TZVPD" largest_force_ha_per_bohr=0.046 relative_energy_kj_mol=440.5 total_charge=+4 homo_ev="-19.68 / -19.69" multiplicity=1 total_energy_ha=-1994.88064
Pt -1.51 0.12 0.10 1.47
C 3.87 -1.05 4.77 -0.01
C 3.92 0.25 3.91 -0.55
C 5.26 0.20 3.17 -0.04
C 3.91 1.48 4.81 -0.02
C 2.69 0.23 3.02 -0.09
C 1.41 0.25 3.57 0.06
C 0.30 0.16 2.75 -0.09
N 0.39 0.10 1.43 0.02
C 1.60 0.13 0.85 -0.16
C 2.77 0.17 1.63 0.11
C 1.60 0.11 -0.62 -0.16
C 2.77 0.18 -1.39 0.11
C 2.71 0.17 -2.78 -0.09
C 1.43 0.11 -3.35 0.06
C 0.32 0.04 -2.54 -0.08
N 0.40 0.02 -1.21 0.03
C 3.95 0.21 -3.66 -0.55
C 3.96 -1.07 -4.53 -0.01
C 5.27 0.19 -2.88 -0.04
C 3.93 1.46 -4.53 -0.02
H 4.71 -1.05 5.46 0.11
H 3.92 -1.94 4.16 0.10
H 2.94 -1.07 5.35 0.08
H 6.09 0.17 3.88 0.11
H 5.40 1.10 2.58 0.10
H 5.34 -0.70 2.56 0.09
H 4.78 1.47 5.46 0.11
H 3.02 1.51 5.44 0.09
H 3.93 2.41 4.25 0.10
H 1.26 0.30 4.64 0.14
H -0.69 0.12 3.17 0.11
H 3.73 0.16 1.15 0.12
H 3.72 0.25 -0.89 0.12
H 1.29 0.11 -4.42 0.14
H -0.66 -0.02 -2.98 0.11
H 3.99 -1.97 -3.93 0.10
H 4.83 -1.05 -5.18 0.11
H 3.07 -1.11 -5.16 0.08
H 5.34 -0.69 -2.25 0.09
H 5.39 1.11 -2.30 0.10
H 6.11 0.15 -3.57 0.11
H 3.03 1.51 -5.15 0.09
H 4.80 1.47 -5.18 0.11
H 3.95 2.38 -3.94 0.10
C -2.73 2.85 3.76 0.06
C -2.93 1.77 2.74 -0.47
O -2.24 1.72 1.70 -0.06
N -3.88 0.88 3.00 0.13
C -4.27 -0.15 2.06 -0.08
C -3.44 -1.41 2.21 -0.23
C -3.84 -2.43 3.07 0.05
C -3.06 -3.56 3.19 0.04
C -1.88 -3.65 2.47 0.02
C -1.54 -2.60 1.64 -0.14
N -2.30 -1.51 1.53 0.00
H -1.91 3.51 3.47 0.11
H -2.51 2.42 4.73 0.11
H -3.64 3.44 3.86 0.12
H -4.42 0.98 3.85 0.18
H -4.11 0.25 1.04 0.11
H -5.32 -0.38 2.20 0.15
H -4.76 -2.32 3.62 0.15
H -3.37 -4.37 3.84 0.15
H -1.24 -4.51 2.54 0.14
H -0.62 -2.61 1.06 0.12
C -3.18 3.60 -2.22 0.04
C -2.66 2.77 -1.22 -0.06
N -2.64 1.46 -1.33 0.02
C -3.20 0.86 -2.40 -0.16
C -3.78 1.62 -3.45 -0.10
C -3.74 3.02 -3.34 0.08
C -4.39 0.93 -4.54 0.04
C -4.41 -0.43 -4.59 0.04
C -3.82 -1.22 -3.57 -0.10
C -3.81 -2.63 -3.59 0.08
C -3.23 -3.32 -2.55 0.03
C -2.63 -2.59 -1.52 -0.06
N -2.61 -1.28 -1.48 0.06
C -3.20 -0.57 -2.47 -0.16
H -3.16 4.67 -2.10 0.14
H -2.25 3.19 -0.31 0.13
H -4.16 3.64 -4.13 0.15
H -4.84 1.51 -5.33 0.15
H -4.90 -0.94 -5.41 0.15
H -4.27 -3.16 -4.42 0.16
H -3.22 -4.39 -2.53 0.14
H -2.16 -3.11 -0.70 0.11

---

[5]
13
Properties=species:S:1:pos:R:3:lowdin_charge:R:1 method="wB97M-V/def2-TZVPD" largest_force_ha_per_bohr=0.079 relative_energy_kj_mol=317.8 total_charge=0 homo_ev=-9.42 smiles=F[C@@H]1NCCN1F multiplicity=1 total_energy_ha=-427.02861
F 0.63 -1.85 1.50 0.02
C 0.04 -1.29 0.39 -0.23
N 1.23 -0.38 -0.46 0.01
C 0.49 0.87 -0.64 -0.26
C -0.49 1.02 0.55 -0.14
N -0.98 -0.31 0.75 -0.11
F -2.08 -0.63 -0.05 -0.04
H -0.21 -1.96 -0.43 0.14
H 1.50 -0.93 -1.32 0.10
H 0.04 0.97 -1.63 0.10
H 1.26 1.67 -0.56 0.11
H 0.04 1.20 1.50 0.14
H -1.47 1.61 0.40 0.16